C6H10 in the gas phase in a non-equilibrium geometry. Source: OMol25; level of theory: the ωB97M-V functional and the def2-TZVPD basis.

The geometry in XYZ format:
```
16
Properties=species:S:1:pos:R:3:forces:R:3:nbo_charge:R:1
C -1.895427 0.076336 0.190773 -0.5089 -1.4831 -1.2063 -0.184
C 0.927596 1.376232 0.071948 -0.7399 -1.5379 -3.8727 -0.615
C -0.976590 -0.167292 -1.024175 0.5928 -0.8633 -0.0917 -0.435
C 1.094928 -1.221955 0.167100 2.7800 -2.6617 0.8595 -0.630
C 0.187802 -0.005606 0.077759 0.7923 -0.0440 0.4718 -0.067
C -0.948083 0.057486 1.132488 1.2940 1.0544 -0.7051 -0.191
H 1.970752 -1.429456 -0.634741 -2.4404 0.9156 1.1706 0.219
H -0.739702 0.388792 2.171251 -0.9093 -0.7243 -0.5846 0.218
H 1.392972 1.483362 -0.977268 0.1830 -0.2805 1.6939 0.205
H -2.973242 -0.033023 0.093226 -0.0001 0.5977 0.7284 0.204
H -0.885222 0.612758 -1.803548 -0.4216 -0.1525 0.4402 0.207
H 0.445433 -2.136059 0.216482 0.5454 0.6386 -0.4429 0.214
H -1.103888 -1.204973 -1.627188 0.4758 2.2078 1.7354 0.213
H 0.122871 2.069804 -0.060386 -0.3226 0.9741 0.7940 0.213
H 1.611746 1.548518 0.872610 0.2813 0.1488 0.4790 0.220
H 1.768054 -1.414918 1.133663 -1.6018 1.2104 -1.4694 0.210
```
Positions in Å, forces in eV/Å.

Its total energy is -6381.290 eV. For the HOMO energy, the calculation gives -9.41 eV. The frontier orbital gap is 10.43 eV. The LUMO energy comes out at 0.037 Ha. Its multiplicity is 1.

C6H10 in the gas phase. Source: OMol25; level of theory: the ωB97M-V functional and the def2-TZVPD basis.

The geometry in XYZ format:
```
16
Properties=species:S:1:pos:R:3:forces:R:3:nbo_charge:R:1
C 1.239166 -0.521397 -1.161399 -0.5412 0.2448 0.1214 -0.162
C -0.933990 0.065148 0.234648 -0.0214 0.0904 0.1819 0.051
C -0.328021 0.620015 1.501928 -0.0395 -0.6145 -0.5492 -0.644
C 2.263301 -0.453360 -0.330111 0.4821 -0.3884 0.1644 -0.402
C -2.212857 -0.286837 0.169421 -0.1893 -0.3155 0.1518 -0.417
C -0.113370 0.136715 -1.031945 -0.1512 0.2451 0.4534 -0.485
H -2.639583 -0.730433 -0.725227 0.0398 0.2189 -0.0255 0.193
H -1.095676 0.687523 2.272343 0.2055 0.2362 0.0520 0.218
H 2.246077 -0.032576 0.665581 -0.1761 0.2747 -0.1086 0.190
H 1.368643 -1.025107 -2.103098 0.2347 -0.1518 -0.2886 0.199
H -0.777976 -0.129395 -1.841763 0.0617 -0.3478 -0.3425 0.217
H 0.478072 -0.033527 1.848014 -0.1574 0.0142 0.0966 0.217
H -2.887857 -0.184432 1.016836 0.2079 -0.1031 -0.0278 0.193
H 0.042770 1.206285 -1.161687 0.1827 0.3282 -0.1762 0.223
H 0.135979 1.571154 1.259483 -0.0487 0.3595 0.2965 0.211
H 3.215320 -0.889775 -0.613024 -0.0896 -0.0908 0.0004 0.198
```
Positions in Å, forces in eV/Å.

Its total energy is -6382.687 eV. For the HOMO energy, the calculation gives -9.30 eV. The frontier orbital gap is 10.37 eV. The LUMO energy comes out at 0.039 Ha. Its multiplicity is 1.

C6H10 in the gas phase. Source: OMol25; level of theory: the ωB97M-V functional and the def2-TZVPD basis.

The geometry in XYZ format:
```
16
Properties=species:S:1:pos:R:3:forces:R:3:nbo_charge:R:1
C -1.378324 1.697917 -0.610400 -0.1113 0.0406 0.0447 -0.778
C -0.109807 1.130637 -0.122352 -0.3932 0.0653 0.1918 0.155
C 1.392308 -0.939295 -0.339603 0.1722 -0.3799 -0.1190 -0.392
C 1.148697 -0.556066 1.141150 0.1402 -0.0501 0.1539 -0.390
C -0.163179 -0.983378 -0.508012 0.1764 -0.1713 -0.3523 -0.401
C -0.250399 -0.039166 0.750219 0.0446 0.3399 0.0506 -0.378
H -1.296175 2.012355 -1.658313 -0.0409 0.0174 0.2293 0.237
H -0.785878 -0.708996 -1.371570 0.7541 0.0754 -0.1681 0.221
H -1.424184 2.631691 -0.030471 -0.1273 0.0700 -0.0252 0.268
H -1.104784 -0.115278 1.442750 0.0793 -0.0359 -0.3110 0.203
H 1.831377 -1.914090 -0.521167 0.2997 -0.1097 0.1073 0.196
H -2.304818 1.124097 -0.454014 0.0486 0.0666 0.0908 0.181
H 1.995275 -0.170619 -0.834733 -0.6834 -0.1959 -0.2049 0.236
H 1.807890 0.192946 1.585894 -0.0265 -0.1304 -0.1096 0.212
H -0.464726 -2.010075 -0.272182 -0.1617 0.2914 0.4010 0.230
H 1.130198 -1.449336 1.770883 -0.1711 0.1068 0.0206 0.199
```
Positions in Å, forces in eV/Å.

Its total energy is -6379.583 eV. For the HOMO energy, the calculation gives -7.87 eV. The frontier orbital gap is 8.57 eV. The LUMO energy comes out at 0.026 Ha. Its multiplicity is 1.

C6H10 in the gas phase in a non-equilibrium geometry. Source: OMol25; level of theory: the ωB97M-V functional and the def2-TZVPD basis.

The geometry in XYZ format:
```
16
Properties=species:S:1:pos:R:3:forces:R:3:nbo_charge:R:1
C 0.706320 0.671830 -0.300779 -1.5858 -0.4024 -1.2720 -0.286
C -0.911047 0.922014 -0.297774 1.5922 1.2120 -0.9404 -0.473
C -0.571718 -1.463408 0.032945 0.0687 -0.1310 -0.1306 -0.482
C 1.186879 1.142301 0.960377 1.0134 0.2731 1.3001 -0.309
C 0.699073 -0.875458 -0.623289 0.4388 0.2379 0.3262 -0.390
C -1.404430 -0.262733 0.333276 -0.8066 -1.0534 0.6230 -0.108
H -0.381914 -2.068586 0.932656 0.0647 0.2063 -0.1955 0.217
H -2.226043 -0.277579 1.049713 0.2256 0.0018 -0.2682 0.193
H 0.575652 1.057837 1.857485 0.1363 -0.0178 -0.1930 0.173
H 0.661067 -1.000169 -1.715636 -0.0036 0.0856 0.2935 0.203
H -1.106726 1.023169 -1.381795 -0.3721 -0.1288 0.1952 0.220
H 2.181837 1.583666 1.069663 -0.3775 -0.1704 -0.0238 0.179
H -1.047224 -2.151916 -0.688996 -0.0387 0.1522 0.2229 0.218
H 1.218569 1.180696 -1.136011 -0.2438 -0.0596 0.2784 0.209
H -1.203577 1.870138 0.177664 0.1244 -0.2766 -0.1138 0.224
H 1.623282 -1.351801 -0.269500 -0.2361 0.0711 -0.1021 0.214
```
Positions in Å, forces in eV/Å.

Its total energy is -6380.513 eV. For the HOMO energy (alpha / beta), the calculation gives -7.37 / -7.72 eV. The frontier orbital gap (alpha / beta) is 7.85 / 8.40 eV. The LUMO energy (alpha / beta) comes out at 0.017 / 0.025 Ha. Its multiplicity is 1.

C6H10 in the gas phase in a non-equilibrium geometry. Source: OMol25; level of theory: the ωB97M-V functional and the def2-TZVPD basis.

The geometry in XYZ format:
```
16
Properties=species:S:1:pos:R:3:forces:R:3:nbo_charge:R:1
C -1.847544 0.131179 0.328302 1.2765 -1.1014 0.0136 -0.606
C 1.768039 0.421005 -1.180069 3.4964 -0.9810 -0.4178 -0.172
C 0.308278 -1.068852 0.934156 -3.4519 2.5188 0.4999 -0.607
C -0.485399 -0.458001 -0.241703 -0.9816 2.1965 0.1837 -0.228
C 1.658013 1.196632 -0.158075 -0.6733 1.3701 0.1080 -0.199
C 0.431687 0.764505 -0.958156 -3.0003 -2.9527 1.9531 -0.237
H 0.873642 -1.840024 0.651265 2.2879 -3.2218 -0.9631 0.201
H 2.415508 -0.212398 -1.773568 -0.0153 0.2183 0.0796 0.215
H -2.652385 -0.427857 -0.114377 -0.5718 -0.3086 0.1859 0.197
H -0.070343 1.281818 -1.741479 -0.6644 0.9501 -0.1493 0.185
H 0.952300 -0.327575 1.377726 0.1634 0.3479 0.2312 0.206
H -1.908943 0.106588 1.413309 -0.0373 -0.0850 0.0633 0.196
H -1.987485 1.115856 0.023349 -0.2013 1.9435 -0.5217 0.201
H -0.978373 -1.176388 -0.941185 1.7234 0.1230 -0.0079 0.199
H -0.441357 -1.355222 1.700378 0.6916 -0.2319 -0.3558 0.205
H 1.964361 1.848733 0.680131 -0.0419 -0.7857 -0.9026 0.243
```
Positions in Å, forces in eV/Å.

Its total energy is -6380.225 eV. For the HOMO energy, the calculation gives -9.06 eV. The frontier orbital gap is 10.34 eV. The LUMO energy comes out at 0.047 Ha. Its multiplicity is 1.

C6H10 in the gas phase. Source: OMol25; level of theory: the ωB97M-V functional and the def2-TZVPD basis.

The geometry in XYZ format:
```
16
Properties=species:S:1:pos:R:3:forces:R:3:nbo_charge:R:1
C 1.015150 0.814479 1.468646 -0.0488 -0.0990 -0.0215 -0.412
C 0.201932 -0.237266 1.386107 0.0329 0.1314 0.2870 -0.169
C 1.077507 -0.648742 -1.314400 -0.0762 0.2931 0.0554 -0.386
C 0.090261 0.195322 -1.593980 0.2385 0.1157 0.2436 -0.188
C -1.064365 -0.440606 0.574053 0.0127 -0.0376 -0.0706 -0.452
C -1.196465 0.245531 -0.800432 -0.0125 0.1210 0.0893 -0.446
H 1.021164 1.650687 0.769173 -0.3132 -0.1248 0.2248 0.194
H 0.286040 1.023675 -2.272223 -0.1098 -0.1155 -0.0218 0.197
H 0.929151 -1.434625 -0.583047 0.1580 -0.0190 -0.1500 0.188
H 2.099238 -0.473267 -1.636542 -0.2072 -0.2869 -0.4330 0.203
H -2.059064 -0.181856 -1.338978 0.3304 -0.0175 0.1134 0.223
H -1.256070 -1.511507 0.436214 0.1927 0.0902 0.1744 0.209
H 0.423441 -1.068563 2.057888 -0.2264 0.1941 0.1190 0.197
H -1.474691 1.296479 -0.662747 0.1845 -0.0162 -0.0104 0.211
H 1.761165 0.853479 2.262488 -0.0169 -0.1139 -0.3256 0.200
H -1.854387 -0.083217 1.247787 -0.1387 -0.1151 -0.2739 0.231
```
Positions in Å, forces in eV/Å.

Its total energy is -6382.341 eV. For the HOMO energy, the calculation gives -9.02 eV. The frontier orbital gap is 10.22 eV. The LUMO energy comes out at 0.044 Ha. Its multiplicity is 1.

Q: What is the total energy in the fourth record?
A: -6380.513 eV

Q: What is the formula in the fifth record?
A: C6H10